# 1
Molecular formula: C3H8NO
Method: DFT, ωB97M-V/def2-TZVPD

Total charge: +1
Spin multiplicity: 3
HOMO level (alpha / beta), eV: -12.64 / -15.53
Molar mass, g mol⁻¹: 74.103
Energy relative to the best compared isomer or geometry (same formula, charge and spin), kJ/mol: 182.03
Total energy, eV: -6764.18757

Each line ends with the Mulliken charge.
Positions of all 13 atoms, in Å:
H1 2.795 0.001 0.873  0.30
N1 -0.104 0.443 -0.750  -0.03
H2 -2.842 1.101 0.708  0.41
H3 -1.096 -1.476 0.615  -0.29
H4 -0.470 1.172 -1.322  0.38
H5 1.870 1.006 -1.176  0.37
C1 1.332 0.494 -0.410  -0.15
C2 1.847 -0.287 0.502  -0.59
H6 1.329 -0.979 1.063  0.32
C3 -1.025 0.370 0.368  -0.01
H7 -1.250 -2.335 0.790  0.31
O1 -2.121 0.940 0.040  -0.41
H8 -0.265 -0.450 -1.301  0.41

---

# 2
Molecular formula: C3H8NO2
Method: DFT, ωB97M-V/def2-TZVPD

Total charge: -1
HOMO level, eV: -3.31
Molar mass, g mol⁻¹: 90.102
Energy relative to the best compared isomer or geometry (same formula, charge and spin), kJ/mol: 297.17
Total energy, eV: -8824.71227

Each line ends with the Mulliken charge.
Positions of all 14 atoms, in Å:
H1 -0.312 -1.930 -0.712  0.19
O1 0.902 0.358 0.053  -0.56
N1 -1.078 0.050 -1.178  -0.54
C1 -1.276 -1.350 -0.803  -0.65
O2 -1.367 0.576 1.152  -0.72
H2 -0.795 1.878 -0.223  0.43
H3 1.934 -0.211 1.719  0.20
H4 1.960 1.513 1.502  0.25
C2 1.983 0.606 0.918  -0.80
H5 -0.246 0.232 -1.736  0.36
C3 -0.941 0.857 0.019  0.16
H6 -2.013 -1.921 -1.447  0.24
H7 2.988 0.591 0.477  0.22
H8 -1.739 -1.251 0.260  0.23

---

# 3
Molecular formula: C3H8NO2
Method: DFT, ωB97M-V/def2-TZVPD

SMILES: [O-]CNCCO
Total charge: -1
HOMO level, eV: -2.59
Molar mass, g mol⁻¹: 90.102
Energy relative to the best compared isomer or geometry (same formula, charge and spin), kJ/mol: 291.08
Total energy, eV: -8824.77545

Each line ends with the Mulliken charge.
Positions of all 14 atoms, in Å:
H1 -1.043 -0.547 -0.943  0.26
O1 -2.239 0.008 1.508  -0.85
O2 2.196 0.029 -1.291  -0.53
C1 0.391 -0.067 0.392  -0.40
H2 0.778 0.883 0.781  0.21
H3 0.143 -0.688 1.251  0.29
H4 2.401 -0.595 0.589  0.23
N1 -0.743 0.278 -0.429  -0.43
H5 -2.849 0.376 -0.287  0.29
H6 -1.784 1.785 0.565  0.22
H7 1.637 -1.781 -0.456  0.31
H8 1.502 0.360 -1.857  0.33
C2 -2.032 0.683 0.405  -0.49
C3 1.642 -0.724 -0.229  -0.44

---

# 4
Molecular formula: C3H8NO2
Method: DFT, ωB97M-V/def2-TZVPD

SMILES: N[C@H](C[O-])CO
Total charge: -1
HOMO level, eV: -2.26
Molar mass, g mol⁻¹: 90.102
Energy relative to the best compared isomer or geometry (same formula, charge and spin), kJ/mol: 270.03
Total energy, eV: -8824.99354

Each line ends with the Mulliken charge.
Positions of all 14 atoms, in Å:
H1 -1.095 1.239 0.183  0.29
H2 0.480 1.998 0.206  0.28
C1 0.022 -0.627 1.524  -0.42
H3 0.388 -0.935 -1.847  0.25
O1 -0.565 0.334 2.240  -0.88
O2 -0.099 1.508 -1.657  -0.57
H4 0.945 -1.068 2.000  0.13
C2 -0.096 1.193 -0.233  -0.66
H5 -0.633 0.820 -2.071  0.29
C3 0.472 -0.185 0.076  0.41
H6 -0.893 -1.361 -0.934  0.26
N1 0.113 -1.221 -0.907  -0.78
H7 1.568 -0.144 0.063  0.22
H8 -0.607 -1.549 1.357  0.16

---

# 5
Molecular formula: C3H8NO2
Method: DFT, ωB97M-V/def2-TZVPD

SMILES: N[C@@H](C[O-])CO
Total charge: -1
HOMO level, eV: -2.44
Molar mass, g mol⁻¹: 90.102
Energy relative to the best compared isomer or geometry (same formula, charge and spin), kJ/mol: 266.27
Total energy, eV: -8825.03258

Each line ends with the Mulliken charge.
Positions of all 14 atoms, in Å:
H1 0.367 -1.081 -2.058  0.27
C1 -0.267 -0.099 -0.481  0.00
H2 -0.825 -2.109 -0.310  0.19
O1 -1.129 -1.306 1.572  -0.85
N1 0.794 -0.373 -1.471  -0.66
H3 -1.191 0.022 -1.050  0.34
H4 0.767 2.069 -1.173  0.31
C2 -0.004 1.074 0.402  -0.42
O2 0.682 2.185 -0.222  -0.55
H5 0.614 0.782 1.254  0.20
H6 -0.941 1.489 0.760  0.20
H7 0.691 -1.603 0.686  0.14
C3 -0.404 -1.419 0.482  -0.45
H8 1.574 -0.833 -0.985  0.28

---

# 6
Molecular formula: C3H8NO2
Method: DFT, ωB97M-V/def2-TZVPD

SMILES: [O-]CNCCO
Total charge: -1
HOMO level, eV: -2.54
Molar mass, g mol⁻¹: 90.102
Energy relative to the best compared isomer or geometry (same formula, charge and spin), kJ/mol: 275.30
Total energy, eV: -8824.93893

Each line ends with the Mulliken charge.
Positions of all 14 atoms, in Å:
N1 -0.833 0.466 0.562  -0.50
H1 0.550 0.444 -1.023  0.27
O1 1.224 -2.273 -0.893  -0.52
H2 2.063 -2.538 -0.541  0.30
C1 -0.134 -0.258 -0.547  -0.36
H3 0.505 2.029 0.863  0.24
H4 -0.865 -0.570 -1.295  0.27
H5 -1.149 2.383 1.302  0.30
C2 0.573 -1.416 0.065  -0.41
H6 -0.098 -2.055 0.657  0.23
H7 -1.812 0.363 0.312  0.24
H8 1.271 -1.066 0.835  0.28
C3 -0.538 1.986 0.444  -0.49
O2 -0.758 2.505 -0.739  -0.84

---

# 7
Molecular formula: C3H8NO2
Method: DFT, ωB97M-V/def2-TZVPD

Total charge: +1
HOMO level, eV: -13.71
Molar mass, g mol⁻¹: 90.102
Energy relative to the best compared isomer or geometry (same formula, charge and spin), kJ/mol: 567.54
Total energy, eV: -8814.07028

Each line ends with the Mulliken charge.
Positions of all 14 atoms, in Å:
H1 2.392 1.019 -0.428  0.37
H2 0.967 -2.197 0.647  -0.35
C1 -0.731 0.093 0.409  -0.48
H3 0.976 2.086 -0.539  0.34
H4 0.400 -0.063 -1.357  0.39
C2 1.387 1.202 -0.056  -0.80
H5 0.977 -0.859 0.015  0.28
N1 0.526 0.030 -0.335  0.13
H6 -3.542 -0.044 -0.391  0.39
H7 1.040 -2.696 1.268  0.32
C3 -2.481 -0.004 -0.226  0.39
O1 -1.684 1.015 -0.115  -0.18
O2 -1.647 -0.952 0.091  -0.16
H8 1.419 1.373 1.018  0.35

---

# 8
Molecular formula: C3H8NO2
Method: DFT, ωB97M-V/def2-TZVPD

Total charge: +1
HOMO level, eV: -13.84
Molar mass, g mol⁻¹: 90.102
Energy relative to the best compared isomer or geometry (same formula, charge and spin), kJ/mol: 395.37
Total energy, eV: -8815.85460

Each line ends with the Mulliken charge.
Positions of all 14 atoms, in Å:
C1 0.342 -0.639 -1.977  0.55
H1 0.445 -0.039 -3.739  0.41
H2 -0.551 -1.127 0.255  0.40
N1 -0.709 0.604 2.762  -0.65
H3 -0.763 1.187 -0.524  0.32
C2 0.322 -0.515 0.063  -0.59
H4 -1.467 0.183 2.233  0.23
H5 1.092 1.371 -0.505  0.32
H6 1.270 -0.977 0.275  0.35
H7 -1.005 0.663 3.727  0.26
O1 0.399 0.342 -2.836  -0.34
O2 0.322 -1.794 -2.113  -0.26
H8 0.090 -0.015 2.751  0.22
C3 0.213 0.757 -0.373  -0.20

---

# 9
Molecular formula: C3H8NO2
Method: DFT, ωB97M-V/def2-TZVPD

Total charge: +1
HOMO level, eV: -14.70
Molar mass, g mol⁻¹: 90.102
Energy relative to the best compared isomer or geometry (same formula, charge and spin), kJ/mol: 194.40
Total energy, eV: -8817.93754

Each line ends with the Mulliken charge.
Positions of all 14 atoms, in Å:
H1 -3.160 1.098 -1.563  0.36
H2 2.795 -1.727 1.554  0.33
O1 -0.320 0.491 -1.180  -0.42
C1 2.504 -0.821 1.025  -0.75
H3 -0.574 0.383 1.793  0.31
C2 -1.307 0.467 -1.854  0.15
H4 -1.200 0.355 -2.947  0.38
H5 -0.082 -1.011 0.738  0.30
O2 -2.552 0.374 -1.383  -0.45
H6 1.653 0.631 2.372  0.33
H7 3.348 -0.136 1.045  0.31
C3 0.179 -0.358 1.560  -0.22
N1 1.411 -0.185 1.816  0.04
H8 2.092 -1.018 0.040  0.32

---

# 10
Molecular formula: C3H8NO2
Method: DFT, ωB97M-V/def2-TZVPD

SMILES: [NH3+]CCC(=O)O
Total charge: +1
HOMO level, eV: -14.55
Molar mass, g mol⁻¹: 90.102
Energy relative to the best compared isomer or geometry (same formula, charge and spin), kJ/mol: 127.89
Total energy, eV: -8818.62685

Each line ends with the Mulliken charge.
Positions of all 14 atoms, in Å:
H1 0.848 -2.754 1.533  0.36
O1 0.007 -2.698 1.048  -0.46
C1 -0.092 -0.419 0.412  -0.46
H2 0.616 -0.196 1.177  0.42
H3 0.536 2.564 -0.504  0.35
H4 0.981 0.556 -1.197  0.33
C2 0.123 -1.853 0.014  0.33
C3 0.031 0.544 -0.736  -0.49
O2 0.308 -2.148 -1.137  -0.47
H5 -1.073 -0.428 0.813  0.33
H6 -0.668 0.398 -1.575  0.32
H7 -0.257 2.143 0.836  0.37
H8 -1.134 2.321 -0.506  0.37
N1 -0.227 1.971 -0.179  -0.31

---

What is the total charge in the sixth record?
-1